Molecular formula: C5H3O6Y
Method: DFT, wB97M-V/def2-TZVPD

Its energy above the lowest of the compared OMol25 structures with the same formula, charge and spin is 5.7 kcal/mol. The HOMO energy is -17.53 eV. The net charge is +2. The calculation puts the LUMO energy at -0.3769 Ha. Its total energy is -681.39444 Ha.

Last column: Mulliken charge in e.
Element x y z (Å)
O1 2.98 -0.80 -3.41  -0.098
C1 2.08 -0.61 -2.71  0.149
Y1 -0.24 -0.16 0.08  0.875
O2 3.27 0.60 -0.06  0.005
C2 2.13 0.40 0.06  0.239
C3 -0.59 1.12 2.13  0.304
O3 -0.78 1.62 3.18  -0.016
C4 -2.53 -0.01 -0.30  0.212
O4 -3.66 0.03 -0.57  -0.008
C5 -0.45 2.07 -0.72  0.332
O5 -0.62 3.11 -1.19  -0.020
H1 -0.59 -0.15 -1.95  -0.044
O6 -0.32 -2.12 1.54  -0.619
H2 -1.11 -2.59 1.83  0.340
H3 0.41 -2.51 2.09  0.348



Molecular formula: C5H4
Method: DFT, wB97M-V/def2-TZVPD

Its energy above the lowest of the compared OMol25 structures with the same formula, charge and spin is 55.6 kcal/mol. The HOMO energy is -9.57 eV. The calculation puts the LUMO energy at -0.0091 Ha. Its total energy is -192.70555 Ha.

Last column: Mulliken charge in e.
Element x y z (Å)
C1 -1.27 -0.33 0.28  -0.978
C2 -0.75 1.33 -1.13  -0.381
C3 -0.10 0.49 -0.37  0.312
C4 1.26 0.21 -0.06  -0.460
C5 2.39 -0.07 0.25  0.172
H1 -0.76 -1.01 0.95  0.286
H2 -1.84 -0.90 -0.45  0.320
H3 -1.95 0.29 0.87  0.327
H4 3.40 -0.31 0.52  0.403



Molecular formula: C5H4
Method: DFT, wB97M-V/def2-TZVPD

Its energy above the lowest of the compared OMol25 structures with the same formula, charge and spin is 134.4 kcal/mol. The HOMO energy (spin up / spin down) is -10.28 / -8.17 eV. The calculation puts the LUMO energy (spin up / spin down) at -0.0112 / -0.0942 Ha. Its total energy is -192.57990 Ha.

Last column: Mulliken charge in e.
Element x y z (Å)
C1 2.75 -0.20 0.04  -0.421
C2 3.92 -0.47 -0.03  0.195
C3 0.04 -0.16 -0.12  0.110
C4 1.22 0.54 -0.03  -0.414
C5 -1.02 -0.86 0.06  -0.549
H1 1.19 1.01 0.95  0.263
H2 1.56 1.24 -0.66  0.341
H3 -2.05 -0.40 0.25  0.201
H4 -1.09 -1.90 0.00  0.276



Molecular formula: C5H4
Method: DFT, wB97M-V/def2-TZVPD

Its energy above the lowest of the compared OMol25 structures with the same formula, charge and spin is 44.3 kcal/mol. The HOMO energy is -9.81 eV. As for the SMILES: C#CCC#C. The calculation puts the LUMO energy at 0.0301 Ha. Its total energy is -192.72361 Ha.

Last column: Mulliken charge in e.
Element x y z (Å)
C1 0.79 1.89 -0.82  -0.168
C2 0.96 0.60 -0.70  -0.440
C3 0.76 -0.78 -0.01  -0.328
C4 -0.71 -0.85 0.54  -0.438
C5 -1.90 -0.84 0.90  0.065
H1 0.92 2.86 -1.03  0.438
H2 1.50 -0.50 0.85  0.189
H3 1.05 -1.72 -0.59  0.303
H4 -2.91 -0.83 1.31  0.379



Molecular formula: C5H4
Method: DFT, wB97M-V/def2-TZVPD

Its energy above the lowest of the compared OMol25 structures with the same formula, charge and spin is 49.6 kcal/mol. The HOMO energy is -8.87 eV. As for the SMILES: C=C=C=C=C. The calculation puts the LUMO energy at 0.0009 Ha. Its total energy is -192.71510 Ha.

Last column: Mulliken charge in e.
Element x y z (Å)
C1 1.69 0.49 -0.42  -0.708
C2 0.81 0.98 0.42  0.377
C3 -0.30 1.10 1.07  -0.589
C4 -1.21 0.22 0.77  0.589
C5 -1.65 -0.82 0.13  -0.743
H1 2.35 -0.32 -0.12  0.263
H2 1.71 0.85 -1.45  0.261
H3 -0.84 -1.10 -0.56  0.256
H4 -2.56 -1.40 0.17  0.295



Molecular formula: C5H4
Method: DFT, wB97M-V/def2-TZVPD

Its energy above the lowest of the compared OMol25 structures with the same formula, charge and spin is 49.7 kcal/mol. The HOMO energy is -9.24 eV. The calculation puts the LUMO energy at -0.0483 Ha. Its total energy is -192.71498 Ha.

Last column: Mulliken charge in e.
Element x y z (Å)
C1 0.69 -0.53 -1.22  -0.985
C2 -0.11 0.28 -0.24  -0.141
C3 -0.41 0.19 1.02  0.626
C4 -0.85 0.33 2.24  0.042
C5 -1.43 0.73 3.31  -0.733
H1 1.44 0.12 -1.70  0.292
H2 0.04 -0.90 -2.02  0.286
H3 1.21 -1.39 -0.78  0.320
H4 -0.59 1.18 -0.62  0.292



Molecular formula: C5H41NO15
Method: DFT, wB97M-V/def2-TZVPD

Its energy above the lowest of the compared OMol25 structures with the same formula, charge and spin is 90.6 kcal/mol. The HOMO energy is -9.88 eV. The calculation puts the LUMO energy at -0.0099 Ha. Its total energy is -1398.38953 Ha.

Last column: Mulliken charge in e.
Element x y z (Å)
C1 -0.69 -0.71 1.58  -0.880
N1 -0.27 -1.87 2.42  -0.121
C2 0.80 -2.60 1.77  -0.623
O1 1.82 -1.78 1.19  -0.489
C3 -2.01 -0.18 2.12  -1.071
C4 -2.55 0.90 1.12  0.390
C5 -3.20 2.01 1.91  -1.577
H1 -1.01 -1.13 0.65  0.527
H2 0.20 0.01 1.49  0.505
H3 0.00 -1.58 3.36  0.285
H4 1.32 -3.32 2.41  0.393
H5 0.41 -3.10 0.86  0.190
H6 1.69 -0.85 1.44  0.255
H7 -2.57 -1.05 2.40  0.629
H8 -1.92 0.20 3.15  0.416
H9 -3.21 0.38 0.42  0.089
H10 -1.61 1.25 0.64  0.039
H11 -4.04 1.84 2.59  0.379
H12 -3.55 2.75 1.19  0.416
H13 -2.55 2.75 2.47  0.305
H14 2.94 1.58 1.56  0.298
H15 3.61 1.62 2.87  0.269
O2 2.90 1.13 2.43  -0.575
H16 0.47 0.28 -3.83  0.289
H17 1.87 0.55 -3.47  0.337
O3 1.10 1.01 -3.84  -0.636
H18 2.91 3.39 0.27  0.320
H19 3.59 2.39 -0.64  0.411
O4 3.61 2.72 0.27  -0.716
H20 -1.42 3.68 -2.53  0.321
H21 -1.92 2.81 -1.48  0.410
O5 -1.84 3.77 -1.67  -0.712
H22 -2.74 1.02 -3.08  0.274
H23 -1.65 0.17 -2.54  0.430
O6 -1.81 1.12 -2.88  -0.620
H24 3.35 -1.78 -2.21  0.320
H25 2.15 -2.32 -2.88  0.301
O7 3.11 -2.28 -3.01  -0.629
H26 -2.95 -1.09 -1.39  0.281
H27 -3.63 -1.52 -2.76  0.246
O8 -3.27 -0.78 -2.26  -0.605
H28 0.27 3.54 0.79  0.212
H29 -1.06 3.72 -0.07  0.421
O9 -0.69 3.54 0.80  -0.602
H30 2.81 -1.65 2.90  0.329
H31 2.46 -0.28 3.61  0.395
O10 2.65 -1.21 3.74  -0.657
H32 -4.02 -2.38 0.29  0.300
H33 -3.09 -3.52 -0.07  0.256
O11 -3.34 -2.63 -0.35  -0.626
H34 -1.80 -4.08 2.56  0.253
H35 -2.11 -2.70 1.88  0.392
O12 -2.35 -3.63 1.93  -0.718
H36 3.38 -0.17 0.43  0.297
H37 4.48 -0.71 -0.45  0.265
O13 3.68 -0.17 -0.49  -0.514
H38 2.00 2.55 -2.64  0.264
H39 1.86 1.60 -1.42  0.317
O14 2.03 2.51 -1.68  -0.618
H40 -0.75 -1.83 -3.84  0.307
H41 -0.73 -2.15 -2.36  0.232
O15 -0.58 -1.41 -2.98  -0.577



Molecular formula: C5H42N2O14
Method: DFT, wB97M-V/def2-TZVPD

Its energy above the lowest of the compared OMol25 structures with the same formula, charge and spin is 102.1 kcal/mol. The HOMO energy is -8.93 eV. The calculation puts the LUMO energy at -0.0068 Ha. Its total energy is -1378.48207 Ha.

Last column: Mulliken charge in e.
Element x y z (Å)
C1 -3.33 3.16 -0.06  -1.109
C2 -2.38 3.09 -1.25  -0.446
N1 -1.06 2.58 -0.76  0.269
C3 -0.33 3.37 0.23  -0.428
C4 0.72 2.54 0.92  -0.663
N2 0.29 1.36 1.65  0.541
C5 0.41 1.53 3.10  -0.863
H1 -2.98 2.51 0.75  0.197
H2 -3.24 4.20 0.26  0.347
H3 -4.38 2.98 -0.26  0.319
H4 -2.76 2.20 -1.85  0.296
H5 -2.28 4.09 -1.66  0.363
H6 -1.14 1.62 -0.36  -0.202
H7 0.07 4.30 -0.18  0.372
H8 -1.01 3.57 1.07  0.284
H9 1.44 3.12 1.56  0.517
H10 1.40 2.05 0.19  -0.291
H11 0.83 0.54 1.46  -0.074
H12 1.45 1.39 3.44  0.404
H13 0.00 0.65 3.67  -0.019
H14 -0.06 2.39 3.67  0.324
H15 0.29 -4.37 -1.78  0.259
H16 1.39 -3.37 -1.84  0.326
O1 1.08 -4.17 -2.29  -0.658
H17 0.77 -2.72 3.05  0.292
H18 -0.39 -3.73 3.17  0.347
O2 0.46 -3.58 2.74  -0.603
H19 2.81 1.36 -3.62  0.253
H20 2.07 2.60 -3.84  0.442
O3 2.94 2.20 -4.07  -0.668
H21 -1.48 0.32 1.66  0.188
H22 -2.73 -0.35 1.18  0.287
O4 -2.03 -0.48 1.84  -0.577
H23 4.10 -0.33 -1.80  0.308
H24 3.54 -1.23 -2.67  0.305
O5 3.79 -1.26 -1.73  -0.609
H25 3.41 1.80 -0.08  0.377
H26 3.70 0.80 1.10  0.314
O6 4.09 1.26 0.34  -0.658
H27 -0.01 1.31 -3.19  0.251
H28 0.12 2.69 -2.43  0.315
O7 0.57 2.05 -3.03  -0.712
H29 -1.17 -1.26 4.23  0.260
H30 -2.05 -1.88 3.13  0.350
O8 -1.41 -2.11 3.84  -0.685
H31 2.41 -0.86 0.03  0.317
H32 1.71 -1.45 1.38  0.097
O9 2.30 -0.81 1.00  -0.632
H33 -3.23 -0.59 -1.01  0.237
H34 -1.61 -0.86 -1.04  0.265
O10 -2.35 -0.23 -0.91  -0.479
H35 -0.59 -3.08 0.00  0.156
H36 -0.98 -1.51 0.54  0.360
O11 -0.64 -2.13 -0.15  -0.362
H37 0.37 -3.98 1.30  0.393
H38 1.13 -5.24 0.78  0.263
O12 0.56 -4.53 0.46  -0.739
H39 -1.96 -3.38 -3.06  0.305
H40 -3.04 -3.93 -2.03  0.273
O13 -2.12 -3.93 -2.29  -0.565
H41 1.20 -0.25 -1.98  0.047
H42 0.49 -1.44 -1.40  0.133
O14 0.86 -0.58 -1.13  0.085